No. 1
Computed, not measured: a gas-phase ion, C4H10N3 (charge +1) at a distorted geometry, with ωB97M-V/def2-TZVPD.

Last column: natural (NBO) charge in e.
Geometry (Å):
N -2.26034 -0.43901 0.23716  -0.8392
C -1.32363 0.61188 0.28414  -0.0203
N -0.07240 0.22433 -0.59311  -0.3593
C 0.98763 1.09181 -0.16551  -0.2581
C 2.06028 0.40950 0.29033  0.0626
N 1.75919 -0.88521 0.27531  -0.6053
C 0.51080 -1.20708 -0.35477  -0.0194
H -2.62304 -0.54027 -0.69210  0.3740
H -3.03227 -0.27700 0.82940  0.4006
H -0.78509 0.90557 1.17586  0.2204
H -1.70518 1.47558 -0.11689  0.1847
H -0.28242 0.57600 -1.46076  0.4333
H 1.00315 2.13687 -0.14213  0.2505
H 2.94448 0.94670 0.68447  0.2697
H 2.26059 -1.58279 0.83229  0.4363
H 0.66423 -1.60829 -1.34699  0.2158
H -0.10598 -1.83859 0.26329  0.2536

## Properties
total charge	+1
SMILES string	NC[N@H+]1C=CNC1
2S+1	1

---

No. 2
Computed, not measured: a gas-phase ion, C4H10N3 (charge +1) at a distorted geometry, with ωB97M-V/def2-TZVPD.

Last column: natural (NBO) charge in e.
Geometry (Å):
C -0.21013 2.23680 1.52076  -0.6244
C -0.99128 1.10963 0.92614  0.0179
C -1.27627 1.10263 -0.53758  -0.1959
N -0.43447 0.11818 -0.00650  -0.3814
C 0.17031 -0.96344 -0.49039  0.3162
N 0.97650 -1.89961 0.07223  -0.3949
N 1.59260 -2.82077 -0.92891  -0.5350
H -0.95049 2.75989 2.05083  0.2392
H 0.19147 2.89115 0.80399  0.2231
H 0.60488 1.93862 2.13157  0.2382
H -1.85692 0.80166 1.43907  0.2263
H -2.20861 0.87895 -0.82862  0.2083
H -0.71861 1.83739 -1.15679  0.2072
H 0.02991 -1.20019 -1.55034  0.1470
H 2.16704 -2.22021 -1.47487  0.4239
H 0.76632 -3.09189 -1.49808  0.4351
H 2.14773 -3.47880 -0.47252  0.4490

## Properties
total charge	+1
SMILES string	C[C@H]1CN1/C=N/[NH3+]
2S+1	1

---

No. 3
Computed, not measured: 2 unconnected molecules or ions with the total composition C4H10N3 at a distorted geometry, with ωB97M-V/def2-TZVPD.

Last column: natural (NBO) charge in e.
Geometry (Å):
C -0.70294 -2.26205 1.08101  -0.5543
C 1.59421 0.44123 -1.01452  -0.5837
C -1.26198 1.51446 0.64345  0.1244
C 0.05343 0.89244 -1.21330  -0.2454
N 0.35404 -1.57663 1.38436  0.0481
N 1.33027 -1.07216 1.69047  0.0320
N -0.81088 0.59220 -0.11691  -0.3834
H -1.07213 -0.37415 -0.02194  0.4453
H -1.63126 -2.53809 1.68546  0.2823
H 1.79797 -0.60423 -0.92004  0.2198
H 2.07286 0.82870 -1.85344  0.2370
H 1.89752 0.83719 -0.11975  0.2175
H -0.91889 2.60287 0.52831  0.2394
H -2.01592 1.26450 1.27307  0.2139
H -0.50981 -2.87449 0.25632  0.2408
H -0.37355 0.37316 -2.05951  0.2419
H 0.19706 1.95507 -1.22306  0.2244

## Properties
total charge	+1
2S+1	1

---

No. 4
Computed, not measured: 2 unconnected molecules or ions with the total composition C4H10N3O at a distorted geometry, with ωB97M-V/def2-TZVPD.

Last column: natural (NBO) charge in e.
Geometry (Å):
C -1.16648 -2.56322 0.15584  0.0674
C 0.24947 -2.19678 0.06307  -0.5373
C 0.06204 -0.54026 -0.42586  0.7213
C -2.15185 0.83111 -0.31696  -0.4025
N -1.92901 -1.55715 0.07870  -0.2044
N -1.27971 -0.43514 -0.39931  -0.2589
N 2.38552 2.27772 0.30189  -0.9477
O 0.84178 0.42503 -0.54612  -0.7346
H -1.41795 -3.53539 0.53620  0.2272
H 0.80181 -2.16016 1.04048  0.2674
H 0.80298 -2.82849 -0.65983  0.2653
H -1.33986 1.63667 -0.31952  0.2139
H -2.85206 0.82373 -1.10249  0.2310
H -2.82766 0.86084 0.50379  0.2361
H 1.63429 2.81511 0.82815  0.4648
H 3.02261 2.78771 -0.39839  0.4510
H 3.23445 2.00567 0.83618  0.4389
H 1.92962 1.35299 -0.17583  0.5013

## Properties
total charge	+1
2S+1	1

---

Here are the calculated ΔE to the lowest compared entry with this formula, charge and spin numbers, same order: 256.86, 425.18, 417.61, 167.88 (kJ/mol).